A structure of composition H14LiO7. Source: OMol25; level of theory: ωB97M-V/def2-TZVPD.

orbital gap	10.62	eV
total charge	+1
LUMO	-0.1226	Eh
HOMO	-0.51290	hartree

Each line ends with the natural charge from an NBO analysis.
CARTESIAN COORDINATES (ANGSTROEM)
Li (0.511, 0.052, -0.044)  0.88
O (2.003, 1.398, 0.420)  -0.96
H (2.535, 1.377, 1.184)  0.49
H (2.648, 1.579, -0.234)  0.49
O (-3.208, 0.599, -0.552)  -0.96
H (-2.363, 0.735, -0.163)  0.47
H (-3.853, 1.004, 0.008)  0.47
O (-1.148, -1.521, -0.356)  -0.95
H (-0.901, -2.281, -0.912)  0.48
H (-1.412, -1.951, 0.461)  0.49
O (-0.955, 1.254, 0.964)  -0.95
H (-0.671, 2.133, 0.776)  0.49
H (-1.012, 1.296, 1.901)  0.49
O (1.256, -1.316, 1.873)  -0.95
H (0.689, -1.102, 2.594)  0.47
H (1.811, -1.937, 2.358)  0.49
O (0.023, 0.919, -1.742)  -0.98
H (0.286, 1.820, -1.685)  0.49
H (-0.866, 0.935, -2.118)  0.51
O (1.725, -1.391, -1.391)  -0.95
H (1.743, -2.330, -1.185)  0.49
H (1.151, -1.278, -2.148)  0.49

Forces on atoms 1 to 6 (eV/Å):
Li 0.1 -0.7 0.0
O -1.7 -0.1 -0.5
H 0.7 -0.2 1.9
H 0.9 0.3 -1.5
O -0.6 -0.6 -1.4
H 0.8 0.1 0.8

A structure of composition CH12NiO9. Source: OMol25; level of theory: ωB97M-V/def2-TZVPD.

orbital gap (alpha / beta)	6.22 / 5.02	eV
2S+1	3
LUMO (alpha / beta)	-0.0171 / -0.0206	Eh
HOMO (alpha / beta)	-0.24580 / -0.20505	hartree

Each line ends with the Löwdin spin population.
CARTESIAN COORDINATES (ANGSTROEM)
Ni (-0.298, -0.191, -0.178)  1.00
C (2.556, -0.103, 1.095)  -0.01
O (1.392, 0.267, 0.792)  0.12
O (2.917, -0.223, 2.316)  0.52
O (3.432, -0.465, 0.271)  0.34
O (-0.408, -2.134, 0.697)  0.01
H (-0.666, -2.453, 1.567)  0.00
H (-0.011, -2.884, 0.247)  0.00
O (-0.300, 1.506, -1.451)  0.01
H (-0.780, 2.266, -1.103)  0.00
H (-0.198, 1.664, -2.393)  0.00
O (0.880, -1.238, -1.843)  0.00
H (1.827, -1.049, -1.774)  0.00
H (0.827, -2.149, -2.153)  0.00
O (-1.975, 0.630, 1.207)  -0.01
H (-2.880, 0.336, 1.061)  0.00
H (-2.014, 1.241, 1.952)  0.00
O (-2.147, -0.907, -1.341)  0.01
H (-2.682, -0.466, -2.009)  0.00
H (-2.554, -1.769, -1.210)  0.00
O (0.884, 3.066, 1.309)  0.00
H (0.835, 2.227, 0.830)  0.00
H (1.362, 2.830, 2.110)  0.00

Forces on atoms 1 to 6 (eV/Å):
Ni 0.2 -0.1 0.0
C 0.2 -0.9 0.1
O -0.1 0.6 0.2
O -0.1 0.3 -0.1
O 0.0 0.1 -0.2
O -0.4 -0.5 0.1

The ion C4H10ClN2 with charge +1. Source: OMol25; level of theory: ωB97M-V/def2-TZVPD.

orbital gap	10.81	eV
structure (SMILES)	C[NH2+][C@H]1[C@@H](C)N1Cl
total charge	+1
LUMO	-0.1204	Eh
HOMO	-0.51772	hartree

Each line ends with the natural charge from an NBO analysis.
CARTESIAN COORDINATES (ANGSTROEM)
C (-0.576, 0.348, -1.339)  -0.03
C (-0.828, -0.308, 0.058)  0.03
C (0.746, 1.005, -1.664)  -0.63
C (0.394, 0.032, 2.195)  -0.43
N (-0.597, -1.076, -1.142)  -0.42
N (0.290, -0.721, 0.964)  -0.49
Cl (-1.892, -1.981, -1.789)  0.17
H (-1.574, 0.829, -1.682)  0.25
H (-1.703, -0.097, 0.684)  0.24
H (1.175, 0.686, -2.561)  0.25
H (1.436, 0.941, -0.824)  0.19
H (0.474, 1.995, -1.891)  0.25
H (1.050, -0.408, 2.950)  0.25
H (0.827, 0.979, 1.957)  0.24
H (-0.612, 0.058, 2.577)  0.23
H (0.216, -1.644, 1.204)  0.43
H (1.174, -0.638, 0.303)  0.46

Forces on atoms 1 to 6 (eV/Å):
C -1.2 0.3 1.3
C 0.7 -0.1 -0.7
C -1.5 -0.3 1.0
C 0.5 0.5 0.9
N -1.0 -0.1 0.1
N 2.9 3.1 -3.0

A cluster of 2 separate species, C14H31BrO2S in total. Source: OMol25; level of theory: ωB97M-V/def2-TZVPD.

orbital gap	5.64	eV
LUMO	-0.0348	Eh
HOMO	-0.24209	hartree

Each line ends with the natural charge from an NBO analysis.
CARTESIAN COORDINATES (ANGSTROEM)
C (7.355, -3.103, 0.232)  -0.25
O (6.240, -2.251, 0.362)  -0.54
C (6.338, -1.071, -0.411)  -0.05
C (4.959, -0.426, -0.493)  -0.43
C (5.016, 1.098, -0.425)  -0.39
C (3.666, 1.826, -0.428)  -0.39
C (2.582, 1.292, 0.520)  -0.40
C (1.163, 1.537, -0.007)  -0.39
C (0.119, 1.748, 1.093)  -0.39
C (-1.167, 2.426, 0.604)  -0.39
C (-2.220, 1.447, 0.053)  -0.41
C (-3.666, 1.787, 0.450)  -0.41
C (-4.531, 0.567, 0.756)  -0.50
S (-4.999, -0.317, -0.765)  0.64
C (-6.627, -1.055, -0.423)  -0.52
C (-6.476, -2.571, -0.333)  -0.07
O (-7.727, -3.024, 0.030)  -0.76
H (7.052, -4.096, 0.560)  0.19
H (7.691, -3.160, -0.809)  0.16
H (8.193, -2.764, 0.852)  0.17
H (7.058, -0.375, 0.045)  0.16
H (6.725, -1.321, -1.408)  0.16
H (4.472, -0.723, -1.427)  0.20
H (4.369, -0.845, 0.322)  0.22
H (5.609, 1.400, 0.446)  0.20
H (5.574, 1.452, -1.298)  0.20
H (3.856, 2.870, -0.162)  0.21
H (3.274, 1.850, -1.451)  0.19
H (2.682, 1.779, 1.495)  0.20
H (2.726, 0.227, 0.699)  0.20
H (1.164, 2.414, -0.665)  0.19
H (0.867, 0.686, -0.630)  0.20
H (0.559, 2.338, 1.901)  0.21
H (-0.140, 0.779, 1.534)  0.19
H (-1.602, 3.003, 1.425)  0.20
H (-0.910, 3.151, -0.172)  0.21
H (-1.983, 0.431, 0.386)  0.20
H (-2.151, 1.424, -1.039)  0.21
H (-3.680, 2.410, 1.347)  0.24
H (-4.151, 2.381, -0.331)  0.21
H (-5.449, 0.819, 1.285)  0.25
H (-3.977, -0.172, 1.336)  0.25
H (-5.352, 0.761, -1.488)  0.15
H (-6.988, -0.641, 0.519)  0.24
H (-7.300, -0.774, -1.232)  0.26
H (-6.159, -2.962, -1.310)  0.19
H (-5.683, -2.821, 0.398)  0.14
H (-7.834, -3.932, -0.405)  0.50
Br (-8.541, -5.500, -1.538)  -0.86

Forces on atoms 1 to 6 (eV/Å):
C 0.1 0.1 0.1
O -0.1 -0.1 -0.2
C 0.1 0.1 0.1
C 0.0 0.1 -0.1
C 0.1 0.0 0.0
C 0.0 0.0 0.0

no.,strongest force on any atom (Eh/bohr)
1,0.040
2,0.017
3,0.101
4,0.014